[1]
Density functional theory data (wB97M-V/def2-TZVPD) for a structure of composition C31H45BCoN6S5.

ORCA input file:
```
! wB97M-V def2-TZVPD RIJCOSX def2/J DEFGRID3
* xyz 0 4
Co -0.14 -3.14 0.81
C -0.49 0.60 4.67
C -0.87 0.60 3.22
C -1.78 1.46 2.71
C -2.12 1.41 1.33
N -1.55 0.56 0.53
N -0.65 -0.29 1.04
B 0.12 -1.19 0.03
N -0.41 -1.00 -1.40
N 0.03 0.11 -2.02
C -0.41 0.39 -3.20
C -1.36 -0.47 -3.84
C -1.81 -1.59 -3.22
C -2.79 -2.52 -3.85
C -1.30 -1.86 -1.90
S -1.77 -3.20 -0.98
C 0.12 1.63 -3.89
C 0.99 2.45 -2.93
C -1.05 2.50 -4.37
C 0.96 1.20 -5.10
N 1.61 -0.73 0.04
N 1.85 0.57 0.24
C 3.08 0.96 0.25
C 4.14 0.05 0.01
C 3.89 -1.27 -0.20
C 4.96 -2.29 -0.43
C 2.53 -1.68 -0.15
S 1.98 -3.29 -0.25
C 3.35 2.44 0.50
C 4.33 2.57 1.67
C 3.97 3.06 -0.76
C 2.06 3.17 0.84
C -0.28 -0.36 2.33
S 0.80 -1.58 2.81
C -3.16 2.35 0.74
C -4.52 2.06 1.38
C -2.74 3.80 1.03
C -3.26 2.16 -0.77
H -1.07 1.33 5.22
H 0.58 0.82 4.78
H -0.64 -0.40 5.09
H -2.25 2.18 3.36
H -1.70 -0.24 -4.84
H -2.89 -2.32 -4.92
H -3.77 -2.40 -3.38
H -2.49 -3.56 -3.69
H 0.41 2.79 -2.07
H 1.39 3.32 -3.46
H 1.82 1.85 -2.55
H -1.72 2.74 -3.54
H -1.64 2.01 -5.15
H -0.67 3.44 -4.78
H 1.82 0.60 -4.78
H 1.35 2.08 -5.62
H 0.38 0.62 -5.81
H 5.17 0.40 0.01
H 5.95 -1.83 -0.37
H 4.84 -2.76 -1.40
H 4.88 -3.09 0.32
H 5.32 2.18 1.42
H 3.97 2.04 2.55
H 4.45 3.63 1.93
H 4.90 2.56 -1.04
H 4.18 4.12 -0.59
H 3.28 2.98 -1.61
H 1.61 2.77 1.76
H 1.32 3.07 0.04
H 2.27 4.23 0.99
H -4.48 2.18 2.47
H -4.83 1.04 1.17
H -5.27 2.75 0.99
H -2.72 4.02 2.10
H -3.45 4.49 0.57
H -1.75 4.01 0.62
H -3.59 1.15 -1.03
H -2.29 2.32 -1.25
H -3.97 2.88 -1.18
C -2.41 -5.11 4.40
C -1.65 -4.81 3.13
S -1.90 -3.30 2.42
C -0.81 -5.76 2.54
C -0.66 -7.14 3.14
S 0.05 -5.47 1.10
H -2.76 -4.19 4.85
H -1.79 -5.64 5.12
H -3.28 -5.74 4.19
H -1.29 -7.29 4.01
H 0.38 -7.31 3.43
H -0.91 -7.89 2.40
*
```

Values from the calculation:
- Expectation value of S²: 3.9931
- DFT total energy: -134300.9832 eV
- Max |F|: 0.012 Eh/bohr
- Kohn-Sham gap (spin up / spin down): 6.2 / 6.5 eV

[2]
Density functional theory data (wB97M-V/def2-TZVPD) for a structure of composition C7H10Br2 in a non-equilibrium geometry.

ORCA input file:
```
! wB97M-V def2-TZVPD RIJCOSX def2/J DEFGRID3
* xyz 0 1
C 1.98 -0.32 -1.04
C 0.79 -0.06 -0.10
C -1.07 0.02 -1.72
C -0.65 0.04 -0.43
C 3.53 -0.01 -0.78
C 1.20 0.16 1.31
C -1.63 0.13 0.69
Br 3.86 1.70 0.00
Br 4.49 -1.43 0.08
H 1.98 -1.40 -1.26
H 1.76 0.18 -1.99
H -2.12 0.06 -1.96
H -0.39 -0.01 -2.55
H 1.43 1.22 1.45
H 0.43 -0.11 2.03
H 2.11 -0.39 1.53
H -1.59 -0.77 1.31
H -2.64 0.22 0.29
H -1.44 1.00 1.32
*
```

Values from the calculation:
- DFT total energy: -147502.3647 eV
- Max |F|: 0.055 Eh/bohr
- Energy relative to the best compared isomer or geometry (same formula, charge and spin): 1.124 eV
- Kohn-Sham gap (spin up / spin down): 6.2 / 8.8 eV

[3]
Density functional theory data (wB97M-V/def2-TZVPD) for a cluster of 2 separate species, C5H13N2O2 in total in a non-equilibrium geometry.

ORCA input file:
```
! wB97M-V def2-TZVPD RIJCOSX def2/J DEFGRID3
* xyz -2 2
C 2.23 1.29 0.37
O 2.70 1.61 -0.85
C 0.86 0.53 0.28
C 0.26 -0.03 1.57
C -1.25 -0.10 1.61
C -2.01 -1.05 1.07
N -3.43 -1.02 1.12
N 0.98 -0.50 -0.75
H 2.06 2.14 1.08
H 2.90 0.58 0.97
H 0.23 1.30 -0.15
H 0.59 0.61 2.38
H 0.73 -1.01 1.71
H -1.74 0.63 2.25
H -1.57 -1.93 0.64
H -3.81 -1.97 0.99
H -3.80 -0.47 0.35
H 1.45 -1.32 -0.35
H 1.63 -0.10 -1.42
H 0.35 0.33 -3.61
H -0.06 -0.69 -2.59
O -0.23 -0.45 -3.52
*
```

Values from the calculation:
- Expectation value of S²: 0.7508
- DFT total energy: -12466.6913 eV
- Max |F|: 0.021 Eh/bohr
- Energy relative to the best compared isomer or geometry (same formula, charge and spin): 0.000 eV
- Kohn-Sham gap (spin up / spin down): 2.8 / 7.0 eV

[4]
Density functional theory data (wB97M-V/def2-TZVPD) for a structure of composition C5H9N3 in a non-equilibrium geometry.

ORCA input file:
```
! wB97M-V def2-TZVPD RIJCOSX def2/J DEFGRID3
* xyz 0 1
C -1.96 -0.50 0.07
C -0.63 0.26 0.11
C 0.21 -0.65 -0.66
C 2.29 0.27 0.07
C 0.37 -0.56 0.95
H -2.51 0.10 -0.65
H -2.06 -1.62 -0.26
H -2.57 -0.53 1.22
H 0.02 1.92 -0.81
H -0.73 2.48 0.82
H -0.05 -1.53 -1.32
H 2.05 -0.98 -1.63
H 3.21 0.69 0.19
H -0.17 -1.02 1.82
N -0.68 1.70 -0.03
N 1.42 0.04 -1.11
N 1.77 -0.07 1.23
*
```

Values from the calculation:
- DFT total energy: -9796.1972 eV
- Max |F|: 0.132 Eh/bohr
- Energy relative to the best compared isomer or geometry (same formula, charge and spin): 5.270 eV
- Kohn-Sham gap: 9.2 eV

[5]
Density functional theory data (wB97M-V/def2-TZVPD) for a cluster of 9 separate species, C17H52O9 in total in a non-equilibrium geometry.

ORCA input file:
```
! wB97M-V def2-TZVPD RIJCOSX def2/J DEFGRID3
* xyz 0 1
C -33.07 -22.05 24.37
C -32.01 -20.92 24.27
O -30.99 -21.35 23.39
H -32.71 -22.83 25.05
H -33.18 -22.41 23.35
H -33.98 -21.62 24.80
H -31.50 -20.67 25.20
H -32.61 -20.05 24.03
H -30.75 -22.25 23.62
C -27.02 -19.85 19.82
C -26.39 -18.94 18.71
O -25.77 -17.73 19.21
H -26.33 -20.40 20.46
H -27.79 -20.54 19.47
H -27.74 -19.30 20.43
H -27.20 -18.56 18.10
H -25.60 -19.39 18.11
H -25.31 -17.35 18.46
C -29.16 -16.95 23.33
C -28.97 -18.30 23.95
O -28.93 -18.21 25.34
H -29.90 -16.35 23.86
H -29.64 -17.17 22.37
H -28.24 -16.40 23.13
H -28.14 -18.86 23.53
H -29.77 -19.00 23.69
H -29.76 -17.90 25.71
C -31.41 -24.74 22.78
C -30.65 -25.04 24.06
O -30.10 -23.91 24.55
H -32.38 -24.33 23.05
H -31.70 -25.61 22.20
H -30.97 -23.98 22.13
H -29.86 -25.76 23.83
H -31.23 -25.59 24.80
H -29.62 -24.15 25.35
C -35.07 -21.33 16.58
C -34.17 -22.35 17.30
O -33.65 -23.27 16.34
H -35.55 -20.65 17.29
H -35.87 -21.79 15.99
H -34.42 -20.66 16.02
H -34.75 -23.02 17.93
H -33.44 -21.82 17.92
H -34.18 -23.64 15.64
C -32.39 -16.31 21.44
C -33.18 -16.16 22.74
O -33.29 -14.75 22.96
H -32.10 -17.35 21.27
H -31.45 -15.76 21.48
H -33.05 -15.98 20.63
H -32.62 -16.61 23.55
H -34.17 -16.61 22.67
H -33.61 -14.36 22.14
C -35.28 -18.36 19.96
C -35.73 -17.85 18.62
O -34.65 -17.87 17.75
H -36.12 -18.77 20.53
H -34.70 -17.62 20.51
H -34.61 -19.21 19.82
H -36.13 -16.84 18.68
H -36.57 -18.44 18.26
H -34.39 -16.96 17.59
C -29.91 -23.02 17.09
C -28.81 -23.83 16.34
O -27.60 -23.51 17.01
H -29.79 -21.93 17.06
H -30.03 -23.36 18.11
H -30.86 -23.28 16.63
H -28.70 -23.60 15.28
H -29.06 -24.89 16.36
H -26.93 -23.52 16.31
C -31.12 -20.45 20.37
O -30.68 -19.56 21.30
H -30.39 -20.58 19.56
H -31.18 -21.40 20.91
H -32.13 -20.30 20.01
H -31.10 -19.84 22.11
*
```

Values from the calculation:
- DFT total energy: -36894.9796 eV
- Max |F|: 0.066 Eh/bohr
- SMILES: CCO.CCO.CCO.CCO.CCO.CCO.CCO.CCO.CO
- Energy relative to the best compared isomer or geometry (same formula, charge and spin): 4.471 eV
- Kohn-Sham gap: 10.2 eV

[6]
Density functional theory data (wB97M-V/def2-TZVPD) for a structure of composition C21H30ClO13Zn in a non-equilibrium geometry.

ORCA input file:
```
! wB97M-V def2-TZVPD RIJCOSX def2/J DEFGRID3
* xyz 1 1
Zn 1.83 -0.88 -0.99
Cl 0.51 0.84 -0.05
C 3.52 2.05 1.34
O 4.20 2.27 0.12
C 4.20 1.25 -0.79
O 3.68 0.14 -0.63
O 4.95 1.50 -1.79
C 5.66 2.67 -1.88
H 2.56 2.53 1.12
H 3.85 2.77 2.09
H 3.48 1.08 1.84
H 6.49 2.64 -1.17
H 5.03 3.51 -1.57
H 5.94 2.86 -2.91
C 0.71 -0.95 3.25
O 1.74 -1.90 3.27
C 2.42 -2.18 2.09
O 2.19 -1.60 0.97
O 3.11 -3.20 2.32
C 4.02 -3.76 1.41
H 0.60 -0.53 4.25
H -0.20 -1.47 2.92
H 0.95 -0.13 2.58
H 4.42 -4.68 1.84
H 4.67 -3.09 0.86
H 3.52 -4.12 0.51
C -1.76 -1.10 -2.37
O -1.60 -2.52 -2.21
C -0.53 -2.92 -1.56
O 0.45 -2.24 -1.13
O -0.75 -4.21 -1.24
C 0.24 -4.88 -0.48
H -2.82 -1.00 -2.56
H -1.15 -0.88 -3.25
H -1.34 -0.40 -1.66
H 0.00 -5.94 -0.53
H 0.44 -4.53 0.54
H 1.18 -4.59 -0.94
C -3.52 1.41 3.21
C -2.93 0.93 2.08
C -2.77 -0.44 1.83
C -3.34 -1.39 2.68
C -4.02 -0.94 3.82
C -4.13 0.46 4.07
O -4.83 0.82 5.15
O -2.23 -0.83 0.62
H -3.51 2.46 3.44
H -2.49 1.60 1.35
H -3.44 -2.43 2.42
H -4.63 -1.59 4.44
H -4.64 1.74 5.31
H -1.52 -0.18 0.54
C -3.36 2.43 -3.82
C -3.32 2.72 -2.43
C -2.09 3.01 -1.84
C -0.87 2.91 -2.59
C -0.95 2.57 -3.88
C -2.17 2.27 -4.50
O -2.18 2.05 -5.88
O -2.04 3.16 -0.53
H -4.26 2.26 -4.39
H -4.22 2.76 -1.83
H 0.03 3.16 -2.05
H -0.08 2.65 -4.52
H -1.66 1.31 -6.20
H -1.27 2.74 -0.13
*
```

Values from the calculation:
- DFT total energy: -109814.4786 eV
- Max |F|: 0.104 Eh/bohr
- Kohn-Sham gap: 5.7 eV

[7]
Density functional theory data (wB97M-V/def2-TZVPD) for a cluster of 2 separate species, BrNO2S in total in a non-equilibrium geometry.

ORCA input file:
```
! wB97M-V def2-TZVPD RIJCOSX def2/J DEFGRID3
* xyz 0 1
N 0.89 0.08 1.17
O -0.29 1.15 -0.85
O -0.75 -1.14 -0.29
S 0.00 0.07 0.02
Br -3.18 -0.08 -0.21
*
```

Values from the calculation:
- DFT total energy: -86455.9208 eV
- Max |F|: 0.037 Eh/bohr
- Energy relative to the best compared isomer or geometry (same formula, charge and spin): 3.225 eV
- Kohn-Sham gap (spin up / spin down): 4.7 / 4.8 eV

[8]
Density functional theory data (wB97M-V/def2-TZVPD) for the molecule C3H5NO2S in a non-equilibrium geometry.

ORCA input file:
```
! wB97M-V def2-TZVPD RIJCOSX def2/J DEFGRID3
* xyz 0 1
O 0.93 1.90 -0.12
C 0.45 0.88 0.33
C -0.98 0.41 0.53
C -1.16 -0.91 -0.35
S 0.44 -1.67 0.19
N 1.30 -0.17 0.47
O 2.49 -0.08 -0.17
H -1.20 0.08 1.50
H -1.52 1.31 0.18
H -2.07 -1.37 -0.14
H -1.09 -0.73 -1.39
H 2.42 0.35 -1.04
*
```

Values from the calculation:
- DFT total energy: -19609.8033 eV
- Max |F|: 0.082 Eh/bohr
- SMILES: O=C1CCSN1O
- Energy relative to the best compared isomer or geometry (same formula, charge and spin): 2.708 eV
- Kohn-Sham gap: 9.6 eV

[9]
Density functional theory data (wB97M-V/def2-TZVPD) for a structure of composition B2CsH8 in a non-equilibrium geometry.

ORCA input file:
```
! wB97M-V def2-TZVPD RIJCOSX def2/J DEFGRID3
* xyz -1 1
Cs 0.90 -0.62 -0.98
B -0.20 -1.90 1.62
H 0.10 -0.80 1.57
H -0.91 -2.24 0.77
H 0.77 -2.53 1.59
H -0.72 -2.16 2.63
B -0.01 2.09 -1.40
H -0.86 1.36 -1.65
H -0.25 3.20 -1.65
H 0.38 1.84 -0.35
H 0.79 1.76 -2.15
*
```

Values from the calculation:
- DFT total energy: -2029.3177 eV
- Max |F|: 0.046 Eh/bohr
- Energy relative to the best compared isomer or geometry (same formula, charge and spin): 0.178 eV
- Kohn-Sham gap: 7.6 eV

[10]
Density functional theory data (wB97M-V/def2-TZVPD) for a structure of composition C10H6CeNO5S in a non-equilibrium geometry.

ORCA input file:
```
! wB97M-V def2-TZVPD RIJCOSX def2/J DEFGRID3
* xyz 3 1
O 6.24 -1.62 -4.58
C 5.53 -1.33 -3.73
Ce 2.27 -0.21 -1.45
C 1.40 0.48 0.61
O 1.02 0.88 1.65
C 0.06 0.33 -2.51
O -0.87 0.61 -3.14
C 1.61 -2.42 -1.24
O 1.06 -3.36 -1.62
C 2.57 1.97 -1.73
O 2.59 2.99 -2.33
H 2.46 -0.49 -3.28
S -1.17 -1.29 -0.50
C -1.65 -0.48 0.87
N -2.11 0.81 0.77
C -2.70 1.46 1.83
C -2.75 0.86 3.07
C -2.19 -0.40 3.25
C -1.60 -1.03 2.16
H -2.06 1.29 -0.14
H -3.12 2.45 1.64
H -3.24 1.36 3.87
H -2.21 -0.88 4.23
H -1.13 -2.01 2.30
*
```

Values from the calculation:
- DFT total energy: -45920.0166 eV
- Max |F|: 0.259 Eh/bohr
- Energy relative to the best compared isomer or geometry (same formula, charge and spin): 3.067 eV
- Kohn-Sham gap: 4.8 eV

[11]
Density functional theory data (wB97M-V/def2-TZVPD) for a structure of composition C5H12O2 in a non-equilibrium geometry.

ORCA input file:
```
! wB97M-V def2-TZVPD RIJCOSX def2/J DEFGRID3
* xyz 0 1
C -1.55 -0.62 1.71
O -0.24 -0.26 1.28
C -0.04 0.53 -0.52
C -0.43 1.87 -0.06
C 1.40 0.20 -0.83
C 1.31 -1.28 -1.24
O 0.28 -1.78 -0.45
H -2.12 0.28 1.98
H -1.55 -1.27 2.60
H -2.07 -1.16 0.91
H -0.72 0.08 -1.25
H 0.22 2.18 0.76
H -1.47 1.84 0.28
H -0.35 2.57 -0.89
H 1.97 0.29 0.10
H 1.85 0.91 -1.54
H 1.09 -1.35 -2.33
H 2.26 -1.82 -1.10
H 0.17 -1.22 0.58
*
```

Values from the calculation:
- DFT total energy: -9471.2682 eV
- Max |F|: 0.040 Eh/bohr
- Energy relative to the best compared isomer or geometry (same formula, charge and spin): 3.867 eV
- Kohn-Sham gap: 9.4 eV

[12]
Density functional theory data (wB97M-V/def2-TZVPD) for a cluster of 2 separate species, C6H13N2 in total in a non-equilibrium geometry.

ORCA input file:
```
! wB97M-V def2-TZVPD RIJCOSX def2/J DEFGRID3
* xyz 1 1
C -1.60 1.19 0.31
C -1.43 -0.99 -0.12
C -1.50 -0.23 -1.51
C 2.03 -1.19 0.58
C 1.73 1.26 0.51
C 2.45 0.20 0.22
N -1.46 0.07 0.93
N -1.31 1.16 -1.00
H -2.32 -1.66 -0.01
H -0.47 -1.59 0.09
H -0.56 -0.47 -1.96
H -2.35 -0.44 -2.11
H 1.72 -1.78 -0.30
H 1.23 -1.14 1.22
H 2.82 -1.79 0.96
H 0.76 1.06 1.02
H 1.95 2.26 0.13
H -1.52 1.95 1.06
H 3.42 0.38 -0.28
H -1.75 -0.05 1.88
H -1.84 1.80 -1.62
*
```

Values from the calculation:
- DFT total energy: -9404.6116 eV
- Max |F|: 0.087 Eh/bohr
- Energy relative to the best compared isomer or geometry (same formula, charge and spin): 2.256 eV
- Kohn-Sham gap: 8.8 eV

Number 1 is which compound? C31H45BCoN6S5